Computed, not measured: 20 unconnected molecules or ions with the total composition C80H220N20O20, with ωB97M-V with the def2-TZVPD basis set.

Results
Energy relative to the best compared isomer or geometry (same formula, charge and spin): 1129.3 kJ/mol
Multiplicity: 1
HOMO level: -8.70 eV

Last columns: bonded neighbours and bond lengths (Å).
Geometry (Å):
1 H 4.151 -4.673 2.648  C117 1.090
2 H 7.184 0.909 6.972  N250 1.010
3 H 2.093 2.426 -6.528  C146 1.090
4 C 2.185 5.921 10.298  H9 1.090, O105 1.395, H151 1.090, H336 1.090
5 C 10.192 1.073 5.544  H78 1.090, H125 1.090, C150 1.628, H212 1.090
6 N 0.828 -4.167 0.019  C73 1.438, H183 1.010, H335 1.010
7 H -2.640 -2.092 2.490  C139 1.090
8 H 5.554 -1.733 8.268  C22 1.090
9 H 3.149 5.542 10.635  C4 1.090
10 O 4.835 -1.873 -3.090  C23 1.414, C209 1.450
11 H 2.853 0.048 -6.672  C168 1.090
12 H -0.924 0.809 8.594  C262 1.090
13 H -6.810 -3.729 0.262  C279 1.090
14 H 1.725 2.916 3.439  N238 1.010
15 N 0.608 8.629 1.467  H29 1.010, H41 1.010, C256 1.488
16 H 0.062 -2.532 -5.554  C85 1.090
17 H -1.600 0.052 -3.391  C243 1.090
18 O 7.830 -0.399 4.258  C116 1.425, C249 1.433
19 O -3.793 4.131 3.737  C118 1.396, C145 1.479
20 H -3.892 -1.687 -4.312  C273 1.090
21 H -1.818 0.986 6.390  C173 1.090
22 C 4.487 -1.581 8.106  H8 1.090, H72 1.090, H119 1.090, C267 1.511
23 C 5.887 -2.407 -3.871  O10 1.414, H67 1.090, C300 1.568, H303 1.090
24 C 0.779 3.730 6.807  H46 1.090, H52 1.090, H309 1.090, C324 1.552
25 H 8.548 2.601 -3.143  C98 1.090
26 H 3.701 4.498 8.675  C296 1.090
27 C -2.202 3.577 0.253  H92 1.090, H295 1.090, C316 1.573, H332 1.090
28 H -4.402 -1.287 -7.595  N32 1.010
29 H 0.159 9.521 1.619  N15 1.010
30 C 0.530 0.114 1.569  H87 1.090, H122 1.090, O135 1.470, H224 1.090
31 H 6.049 4.012 -3.973  C254 1.090
32 N -5.052 -0.727 -7.061  H28 1.010, C84 1.460, H235 1.010
33 H 4.000 3.768 6.570  N308 1.010
34 H -3.123 -5.913 -2.555  C192 1.090
35 H -4.397 -9.607 -6.280  N277 1.010
36 C -1.535 -4.035 -6.131  C85 1.536, H93 1.090, O104 1.395, H268 1.090
37 H 0.000 -0.125 -3.942  C243 1.090
38 H 1.667 0.316 -5.328  C168 1.090
39 H -4.035 2.596 -6.454  C319 1.090
40 H -1.191 1.799 -5.345  C138 1.090
41 H 1.568 8.941 1.427  N15 1.010
42 H 2.557 2.993 1.302  C242 1.090
43 N 5.184 0.609 7.388  H252 1.010, C267 1.507, H284 1.010
44 N -3.972 -0.886 -1.853  C100 1.391, H159 1.010, H247 1.010
45 H -1.637 9.289 0.149  C285 1.090
46 H 0.387 2.957 7.469  C24 1.090
47 H 2.557 0.921 6.568  C62 1.090
48 H 4.045 -0.205 0.913  C148 1.090
49 H -3.796 7.290 -1.126  C193 1.090
50 H -6.249 -2.895 1.645  C279 1.090
51 H -6.484 4.285 0.438  N258 1.010
52 H 0.212 4.643 6.987  C24 1.090
53 H 2.007 -5.739 7.657  C310 1.090
54 H -7.484 3.288 -2.153  C264 1.090
55 H -3.453 -4.202 -8.030  C109 1.090
56 H -6.843 0.281 -0.563  C219 1.090
57 H 6.192 4.102 -1.331  C196 1.090
58 C -1.076 3.212 -6.925  C138 1.550, H180 1.090, H294 1.090, O305 1.394
59 N -2.798 -0.682 7.258  C173 1.429, H176 1.010, H334 1.010
60 H 4.474 -2.925 -6.868  N77 1.010
61 O -3.278 -7.089 -4.299  C192 1.440, C244 1.391
62 C 2.699 -0.061 7.020  H47 1.090, O121 1.376, C267 1.590, H311 1.090
63 H -6.994 -2.417 -7.186  C217 1.090
64 H 3.345 -3.330 -2.945  C209 1.090
65 H 4.712 -3.459 -1.694  C209 1.090
66 H 3.451 1.379 2.977  C68 1.090
67 H 6.588 -3.062 -3.354  C23 1.090
68 C 4.043 2.173 2.523  H66 1.090, O220 1.427, C242 1.540, H306 1.090
69 H 0.567 8.758 -0.700  C256 1.090
70 H 0.658 1.847 -8.320  C321 1.090
71 N 6.306 1.828 -3.880  H227 1.010, H246 1.010, C254 1.469
72 H 4.079 -2.474 7.631  C22 1.090
73 C 0.160 -5.440 0.055  N6 1.438, C107 1.530, H202 1.090, C298 1.474
74 H 3.448 0.187 -5.024  C168 1.090
75 H -5.470 -3.158 7.540  N240 1.010
76 H -0.035 3.123 9.790  C112 1.090
77 N 4.771 -2.375 -6.075  H60 1.010, H239 1.010, C300 1.480
78 H 10.573 1.551 4.641  C5 1.090
79 C 2.289 -4.232 3.661  C117 1.546, N210 1.412, C228 1.592, H317 1.090
80 H 4.877 1.927 -6.110  N340 1.010
81 O 1.385 -4.903 5.863  C228 1.428, C310 1.391
82 H -0.347 3.681 -2.880  C123 1.090
83 H 4.265 -3.207 3.201  C117 1.090
84 C -6.329 -0.424 -7.698  N32 1.460, C94 1.610, H169 1.090, C217 1.574
85 C -0.117 -3.591 -5.740  H16 1.090, C36 1.536, N172 1.423, C187 1.553
86 O 8.382 4.643 -2.661  C98 1.477, C255 1.471
87 H -0.266 -0.466 2.037  C30 1.090
88 H -1.433 -7.684 -4.915  C244 1.090
89 H -1.986 -9.914 -7.003  C204 1.090
90 C -7.339 2.575 -5.595  H182 1.090, H200 1.090, H203 1.090, O229 1.413
91 H -2.537 -9.614 -3.993  C132 1.090
92 H -3.134 3.859 -0.239  C27 1.090
93 H -1.714 -5.057 -6.463  C36 1.090
94 C -7.101 0.495 -6.625  C84 1.610, H126 1.090, O229 1.419, H230 1.090
95 H -0.917 -10.283 -5.561  C204 1.090
96 H 4.532 -0.931 6.119  C267 1.090
97 H -3.305 5.450 2.286  C118 1.090
98 C 8.026 3.486 -3.507  H25 1.090, O86 1.477, H189 1.090, C254 1.545
99 H 0.902 -4.959 -7.088  C187 1.090
100 C -4.596 -2.047 -2.297  N44 1.391, C153 1.516, H236 1.090, C273 1.488
101 H -5.300 -4.236 0.910  C279 1.090
102 H -2.183 -11.364 -6.081  C204 1.090
103 H 3.016 3.341 5.416  N308 1.010
104 O -1.815 -3.177 -7.194  C36 1.395, C109 1.441
105 O 1.942 5.625 8.957  C4 1.395, C296 1.435
106 H 0.345 0.036 5.789  C287 1.090
107 C -1.332 -5.104 0.055  C73 1.530, H133 1.090, H166 1.090, H211 1.090
108 C 6.685 -3.931 -5.870  H181 1.090, H195 1.090, H233 1.090, C300 1.541
109 C -2.482 -3.794 -8.313  H55 1.090, O104 1.441, H149 1.090, H271 1.090
110 O -5.189 -2.511 -0.216  C153 1.340, C279 1.438
111 H 7.506 -1.785 2.744  C249 1.090
112 C -1.083 3.331 9.569  H76 1.090, O213 1.423, H234 1.090, H331 1.090
113 H -6.018 4.846 -3.871  C241 1.090
114 H -2.628 -0.903 3.673  C139 1.090
115 H -2.581 -7.461 -6.128  C244 1.090
116 C 7.719 1.002 4.489  O18 1.425, C150 1.520, H201 1.090, H275 1.090
117 C 3.479 -3.823 2.764  H1 1.090, C79 1.546, H83 1.090, H155 1.090
118 C -3.583 4.401 2.383  O19 1.396, H97 1.090, H198 1.090, C316 1.620
119 H 3.899 -1.431 9.012  C22 1.090
120 C -6.688 -3.700 5.273  H134 1.090, C208 1.495, H221 1.090, H282 1.090
121 O 2.032 -1.011 6.281  C62 1.376, C287 1.391
122 H 1.454 -0.111 2.102  C30 1.090
123 C 0.717 3.532 -3.068  H82 1.090, H171 1.090, O194 1.451, H337 1.090
124 H 0.314 -9.468 -1.802  C177 1.090
125 H 10.723 1.435 6.425  C5 1.090
126 H -7.105 0.049 -5.630  C94 1.090
127 H 4.147 3.177 -6.824  N340 1.010
128 H -1.256 -1.997 3.431  C139 1.090
129 H 3.126 -3.708 5.583  C228 1.090
130 C -6.415 2.454 -0.341  H167 1.090, C219 1.541, N258 1.447, C264 1.593
131 H -4.668 -3.608 3.366  C274 1.090
132 C -2.737 -9.404 -5.044  H91 1.090, C204 1.545, C244 1.549, N277 1.464
133 H -1.893 -6.038 0.057  C107 1.090
134 H -7.017 -4.072 4.303  C120 1.090
135 O 0.761 -0.457 0.235  C30 1.470, C142 1.423
136 H 6.909 5.942 -3.488  C255 1.090
137 C 0.806 6.704 0.009  H160 1.090, H231 1.090, C256 1.576, H266 1.090
138 C -1.894 2.473 -5.834  H40 1.090, C58 1.550, N312 1.449, C319 1.489
139 C -2.340 -1.944 3.527  H7 1.090, H114 1.090, H128 1.090, O174 1.495
140 H -3.503 1.857 1.691  N215 1.010
141 H 6.994 -0.171 2.311  C249 1.090
142 C -0.015 0.158 -0.788  O135 1.423, H154 1.090, H253 1.090, C307 1.599
143 H 8.578 2.370 5.911  C150 1.090
144 H -0.527 0.664 -7.910  C321 1.090
145 C -4.937 4.808 4.386  O19 1.479, H158 1.090, H289 1.090, H290 1.090
146 C 2.795 2.001 -5.810  H3 1.090, C163 1.568, C168 1.489, N340 1.446
147 H 0.471 -8.289 -2.983  C177 1.090
148 C 4.173 0.806 0.526  H48 1.090, H199 1.090, O220 1.438, H292 1.090
149 H -2.633 -3.058 -9.102  C109 1.090
150 C 8.588 1.301 5.699  C5 1.628, C116 1.520, H143 1.090, N250 1.457
151 H 1.278 5.600 10.810  C4 1.090
152 H -7.992 3.495 0.359  N258 1.010
153 C -4.551 -3.119 -1.226  C100 1.516, O110 1.340, H170 1.090, H288 1.090
154 H -1.041 0.419 -0.528  C142 1.090
155 H 3.192 -3.501 1.763  C117 1.090
156 H 7.939 -0.270 6.348  N250 1.010
157 H 8.172 6.839 -2.850  C255 1.090
158 H -4.939 4.457 5.418  C145 1.090
159 H -4.270 -0.054 -2.341  N44 1.010
160 H 1.875 6.891 -0.089  C137 1.090
161 H -0.906 -1.513 -3.841  C243 1.090
162 N -1.179 -1.927 -1.248  H257 1.010, H276 1.010, C307 1.470
163 C 2.523 2.752 -4.460  C146 1.568, O194 1.431, H223 1.090, H272 1.090
164 H 3.361 5.454 1.546  C218 1.090
165 H -4.522 -3.311 -3.953  C273 1.090
166 H -1.599 -4.488 0.913  C107 1.090
167 H -5.382 2.261 -0.053  C130 1.090
168 C 2.668 0.522 -5.708  H11 1.090, H38 1.090, H74 1.090, C146 1.489
169 H -6.201 0.183 -8.595  C84 1.090
170 H -3.550 -3.455 -0.955  C153 1.090
171 H 1.097 2.987 -2.204  C123 1.090
172 N 0.315 -4.226 -4.541  C85 1.423, H191 1.010, H314 1.010
173 C -2.519 0.718 7.180  H21 1.090, N59 1.429, C262 1.605, C265 1.494
174 O -3.072 -2.880 4.435  C139 1.495, C274 1.432
175 H -8.284 1.261 -0.496  C219 1.090
176 H -3.041 -1.163 6.404  N59 1.010
177 C 0.681 -8.449 -1.925  H124 1.090, H147 1.090, O226 1.438, H237 1.090
178 H -4.311 0.844 6.105  C265 1.090
179 H 0.260 -1.737 5.698  C287 1.090
180 H -1.530 4.194 -7.063  C58 1.090
181 H 6.964 -4.937 -5.556  C108 1.090
182 H -8.417 2.736 -5.599  C90 1.090
183 H 0.349 -3.518 -0.589  N6 1.010
184 H -6.260 2.104 -2.463  C264 1.090
185 H 5.005 2.753 -1.786  C196 1.090
186 H -1.723 7.901 1.009  C285 1.090
187 C 0.912 -3.892 -6.864  C85 1.553, H99 1.090, H206 1.090, H281 1.090
188 O -1.704 7.572 -1.225  C193 1.451, C285 1.505
189 H 8.131 3.623 -4.583  C98 1.090
190 H -3.533 1.322 -5.305  C319 1.090
191 H -0.101 -3.844 -3.705  N172 1.010
192 C -2.565 -6.655 -3.126  H34 1.090, O61 1.440, H197 1.090, H205 1.090
193 C -2.867 6.739 -0.981  H49 1.090, O188 1.451, H225 1.090, H339 1.090
194 O 1.119 3.016 -4.363  C123 1.451, C163 1.431
195 H 6.323 -4.089 -6.886  C108 1.090
196 C 5.993 3.198 -1.907  H57 1.090, H185 1.090, H216 1.090, C254 1.587
197 H -1.662 -6.109 -3.402  C192 1.090
198 H -4.476 4.028 1.881  C118 1.090
199 H 4.877 0.556 -0.267  C148 1.090
200 H -7.081 3.615 -5.394  C90 1.090
201 H 6.708 1.339 4.716  C116 1.090
202 H 0.420 -6.012 0.946  C73 1.090
203 H -7.068 2.078 -4.663  C90 1.090
204 C -1.918 -10.310 -5.990  H89 1.090, H95 1.090, H102 1.090, C132 1.545
205 H -2.335 -7.494 -2.470  C192 1.090
206 H 0.609 -3.354 -7.763  C187 1.090
207 H -6.431 -2.265 -8.914  C217 1.090
208 C -5.221 -3.587 5.535  C120 1.495, H214 1.090, N240 1.470, C274 1.574
209 C 4.071 -2.826 -2.308  O10 1.450, H64 1.090, H65 1.090, H251 1.090
210 N 1.430 -3.112 3.686  C79 1.412, H280 1.010, H323 1.010
211 H -1.710 -4.596 -0.833  C107 1.090
212 H 10.531 0.040 5.471  C5 1.090
213 O -1.681 2.742 8.420  C112 1.423, C262 1.379
214 H -4.781 -4.556 5.771  C208 1.090
215 N -2.679 2.113 2.216  H140 1.010, C316 1.395, H329 1.010
216 H 6.512 2.410 -1.362  C196 1.090
217 C -6.974 -1.806 -8.088  H63 1.090, C84 1.574, H207 1.090, H333 1.090
218 C 3.906 4.516 1.651  H164 1.090, C242 1.489, H302 1.090, H325 1.090
219 C -7.263 1.185 -0.123  H56 1.090, C130 1.541, H175 1.090, H322 1.090
220 O 4.831 1.719 1.423  C68 1.427, C148 1.438
221 H -7.159 -2.717 5.317  C120 1.090
222 H 1.589 4.419 2.871  N238 1.010
223 H 3.047 3.707 -4.413  C163 1.090
224 H 0.244 1.155 1.720  C30 1.090
225 H -2.937 6.294 0.012  C193 1.090
226 O -0.032 -7.524 -1.085  C177 1.438, C298 1.439
227 H 5.336 1.552 -3.820  N71 1.010
228 C 2.597 -4.574 5.184  C79 1.592, O81 1.428, H129 1.090, H261 1.090
229 O -6.788 1.878 -6.693  C90 1.413, C94 1.419
230 H -8.136 0.405 -6.957  C94 1.090
231 H 0.581 6.201 -0.932  C137 1.090
232 H 1.657 -6.182 -1.116  C298 1.090
233 H 7.654 -3.433 -5.908  C108 1.090
234 H -1.597 3.098 10.501  C112 1.090
235 H -4.533 0.054 -6.685  N32 1.010
236 H -5.646 -1.789 -2.437  C100 1.090
237 H 1.755 -8.301 -1.810  C177 1.090
238 N 2.261 3.734 3.188  H14 1.010, H222 1.010, C242 1.396
239 H 4.047 -2.067 -5.440  N77 1.010
240 N -5.086 -2.721 6.715  H75 1.010, C208 1.470, H299 1.010
241 C -5.191 4.341 -3.372  H113 1.090, H270 1.090, H297 1.090, O328 1.435
242 C 3.125 3.355 2.159  H42 1.090, C68 1.540, C218 1.489, N238 1.396
243 C -0.729 -0.595 -3.281  H17 1.090, H37 1.090, H161 1.090, C307 1.546
244 C -2.484 -7.878 -5.125  O61 1.391, H88 1.090, H115 1.090, C132 1.549
245 H -1.550 3.739 2.362  C316 1.090
246 H 6.818 1.208 -3.268  N71 1.010
247 H -4.438 -0.906 -0.956  N44 1.010
248 H -0.289 1.274 -9.520  C321 1.090
249 C 7.064 -0.872 3.143  O18 1.433, H111 1.090, H141 1.090, H313 1.090
250 N 8.131 0.571 6.874  H2 1.010, C150 1.457, H156 1.010
251 H 3.501 -2.230 -1.596  C209 1.090
252 H 4.750 1.069 8.176  N43 1.010
253 H 0.512 1.086 -1.009  C142 1.090
254 C 6.511 3.203 -3.407  H31 1.090, N71 1.469, C98 1.545, C196 1.587
255 C 7.988 5.885 -3.343  O86 1.471, H136 1.090, H157 1.090, H263 1.090
256 C 0.189 8.150 0.122  N15 1.488, H69 1.090, C137 1.576, C285 1.509
257 H -2.046 -1.411 -1.286  N162 1.010
258 N -7.003 3.427 0.554  H51 1.010, C130 1.447, H152 1.010
259 H 1.902 -3.940 7.598  C310 1.090
260 H 0.323 -5.684 -2.048  C298 1.090
261 H 3.348 -5.364 5.145  C228 1.090
262 C -1.849 1.375 8.482  H12 1.090, C173 1.605, O213 1.379, H338 1.090
263 H 8.448 5.976 -4.327  C255 1.090
264 C -6.487 2.973 -1.845  H54 1.090, C130 1.593, H184 1.090, O328 1.476
265 C -3.748 1.474 6.793  C173 1.494, H178 1.090, H269 1.090, H326 1.090
266 H 0.680 6.014 0.844  C137 1.090
267 C 4.224 -0.509 7.076  C22 1.511, N43 1.507, C62 1.590, H96 1.090
268 H -2.215 -3.757 -5.326  C36 1.090
269 H -4.478 1.695 7.572  C265 1.090
270 H -4.403 5.082 -3.503  C241 1.090
271 H -1.961 -4.697 -8.633  C109 1.090
272 H 2.884 2.103 -3.663  C163 1.090
273 C -3.940 -2.477 -3.562  H20 1.090, C100 1.488, H165 1.090, H283 1.090
274 C -4.487 -3.017 4.263  H131 1.090, O174 1.432, C208 1.574, H330 1.090
275 H 8.113 1.600 3.667  C116 1.090
276 H -0.920 -1.798 -0.280  N162 1.010
277 N -4.137 -9.739 -5.313  H35 1.010, C132 1.464, H327 1.010
278 H -2.206 3.077 -3.925  N312 1.010
279 C -5.897 -3.345 0.716  H13 1.090, H50 1.090, H101 1.090, O110 1.438
280 H 1.701 -2.469 4.417  N210 1.010
281 H 1.944 -3.813 -6.523  C187 1.090
282 H -7.268 -4.294 5.980  C120 1.090
283 H -2.870 -2.631 -3.418  C273 1.090
284 H 5.131 1.282 6.636  N43 1.010
285 C -1.315 8.251 0.061  H45 1.090, H186 1.090, O188 1.505, C256 1.509
286 H 2.414 5.116 6.465  C324 1.090
287 C 0.646 -0.894 6.272  H106 1.090, O121 1.391, H179 1.090, H291 1.090
288 H -5.024 -4.055 -1.524  C153 1.090
289 H -4.839 5.893 4.379  C145 1.090
290 H -5.920 4.509 4.023  C145 1.090
291 H 0.183 -1.073 7.242  C287 1.090
292 H 3.262 1.210 0.083  C148 1.090
293 H -1.457 4.044 -4.917  N312 1.010
294 H -0.094 3.388 -6.486  C58 1.090
295 H -1.883 2.630 -0.182  C27 1.090
296 C 2.628 4.455 8.490  H26 1.090, O105 1.435, H320 1.090, C324 1.580
297 H -5.031 3.553 -4.109  C241 1.090
298 C 0.568 -6.217 -1.129  C73 1.474, O226 1.439, H232 1.090, H260 1.090
299 H -4.112 -2.518 6.891  N240 1.010
300 C 5.513 -3.249 -5.140  C23 1.568, N77 1.480, C108 1.541, H304 1.090
301 H 0.452 -4.977 7.623  C310 1.090
302 H 4.740 4.694 2.330  C218 1.090
303 H 6.301 -1.433 -4.135  C23 1.090
304 H 4.812 -3.931 -4.660  C300 1.090
305 O -1.323 2.669 -8.185  C58 1.394, C321 1.463
306 H 4.765 2.591 3.224  C68 1.090
307 C -0.229 -0.996 -1.873  C142 1.599, N162 1.470, C243 1.546, H318 1.090
308 N 3.167 3.221 6.407  H33 1.010, H103 1.010, C324 1.434
309 H 0.542 3.276 5.845  C24 1.090
310 C 1.472 -4.880 7.251  H53 1.090, O81 1.391, H259 1.090, H301 1.090
311 H 2.340 -0.017 8.048  C62 1.090
312 N -2.283 3.466 -4.854  C138 1.449, H278 1.010, H293 1.010
313 H 6.044 -1.089 3.461  C249 1.090
314 H 1.308 -4.040 -4.527  N172 1.010
315 H -3.148 1.292 -7.058  C319 1.090
316 C -2.430 3.422 1.802  C27 1.573, C118 1.620, N215 1.395, H245 1.090
317 H 1.787 -5.170 3.426  C79 1.090
318 H 0.718 -1.524 -1.982  C307 1.090
319 C -3.233 1.916 -6.168  H39 1.090, C138 1.489, H190 1.090, H315 1.090
320 H 2.411 3.562 9.076  C296 1.090
321 C -0.388 1.583 -8.479  H70 1.090, H144 1.090, H248 1.090, O305 1.463
322 H -7.453 0.958 0.926  C219 1.090
323 H 0.504 -3.285 4.049  N210 1.010
324 C 2.257 4.169 6.981  C24 1.552, H286 1.090, C296 1.580, N308 1.434
325 H 4.355 4.157 0.725  C218 1.090
326 H -3.379 2.355 6.268  C265 1.090
327 H -4.464 -9.007 -4.700  N277 1.010
328 O -5.512 4.071 -2.000  C241 1.435, C264 1.476
329 H -2.991 2.256 3.166  N215 1.010
330 H -4.901 -2.021 4.104  C274 1.090
331 H -1.269 4.404 9.536  C112 1.090
332 H -1.592 4.421 -0.067  C27 1.090
333 H -7.997 -1.566 -8.377  C217 1.090
334 H -3.648 -0.755 7.799  N59 1.010
335 H 0.882 -3.815 0.964  N6 1.010
336 H 2.288 7.006 10.260  C4 1.090
337 H 1.128 4.520 -2.859  C123 1.090
338 H -2.529 1.227 9.322  C262 1.090
339 H -2.874 5.950 -1.732  C193 1.090
340 N 4.016 2.212 -6.555  H80 1.010, H127 1.010, C146 1.446